Entry 1
{"formula": "C5H11O3", "method": "the ωB97M-V functional and the def2-TZVPD basis", "symbols": ["C", "O", "C", "C", "C", "C", "O", "H", "H", "H", "H", "H", "H", "H", "H", "H", "H", "H", "O"], "positions_angstrom": [[-0.167, 1.647, -0.961], [0.287, 0.873, -2.040], [0.777, 1.572, 0.272], [0.650, 0.192, 1.073], [1.041, -0.986, 0.282], [0.315, -2.156, 0.152], [0.678, -3.138, -0.585], [-0.349, 2.644, -1.391], [-1.165, 1.270, -0.719], [0.750, 2.400, 0.979], [1.798, 1.519, -0.105], [1.299, 0.245, 1.971], [-0.413, 0.226, 1.352], [2.019, -0.930, -0.189], [0.639, -0.005, -1.823], [-0.673, -2.356, 0.593], [-1.973, -0.441, 0.486], [-2.654, -1.743, 0.166], [-2.859, -0.834, 0.486]], "charge": -1, "homo_ev": -2.5, "lumo_energy_ev": 3.9, "homo_lumo_gap_ev": 6.392, "molar_mass_g_mol": 119.14}

---

Entry 2
{"formula": "C5H11O3", "method": "the ωB97M-V functional and the def2-TZVPD basis", "symbols": ["C", "C", "O", "H", "H", "H", "H", "H", "H", "C", "C", "C", "O", "O", "H", "H", "H", "H", "H"], "positions_angstrom": [[-2.450, -1.669, -0.251], [-2.476, -1.634, 1.307], [-1.180, -1.747, -0.683], [-3.004, -2.393, -0.779], [-2.789, -0.582, -0.524], [-2.733, -0.554, 1.683], [-0.781, -0.845, -0.703], [-1.494, -1.658, 1.773], [-2.888, -2.362, 2.069], [1.851, 0.167, 0.090], [2.969, 1.003, 0.659], [0.780, 1.208, -0.414], [0.997, 2.421, -0.456], [-0.266, 0.703, -0.641], [2.277, -0.246, -0.793], [1.385, -0.521, 0.811], [3.346, 1.611, -0.310], [3.679, 0.430, 1.235], [2.550, 1.657, 1.439]], "charge": -1, "homo_ev": -4.4, "lumo_energy_ev": 3.9, "homo_lumo_gap_ev": 8.318, "molar_mass_g_mol": 119.14}

---

Among the structures above, stability is greatest for entry 2.